(1)
# C21H69O26P5

A cluster of 11 separate species, C21H69O26P5 in total at a distorted geometry (wB97M-V/def2-TZVPD, the OMol25 dataset).

The geometry in XYZ format:
```
121
Properties=species:S:1:pos:R:3:lowdin_charge:R:1
C 24.8757 0.4012 -2.0010 -0.077
O 26.2398 0.2181 -1.6902 -0.194
P 27.2460 1.4118 -1.6139 0.297
O 27.4421 2.1804 -2.8176 -0.195
O 26.7208 2.2593 -0.3722 -0.203
C 27.5056 3.4358 -0.1175 -0.100
O 28.5514 0.6938 -1.1163 -0.195
C 28.5585 -0.2292 -0.0172 -0.078
H 24.5838 -0.2711 -2.8061 0.096
H 24.6401 1.4222 -2.2982 0.086
H 24.2611 0.1494 -1.1402 0.069
H 28.5325 3.1612 0.1310 0.080
H 27.1744 4.0260 0.7410 0.079
H 27.5394 4.1378 -0.9516 0.081
H 27.5722 -0.3748 0.4251 0.079
H 29.2198 0.1486 0.7641 0.080
H 28.9408 -1.1830 -0.3744 0.093
C 24.4296 4.5881 -4.4838 -0.068
O 24.0981 5.8783 -3.9357 -0.194
P 25.1667 6.6739 -3.1126 0.289
O 24.7044 7.9737 -2.6609 -0.212
O 25.6529 5.6946 -1.9640 -0.229
C 24.6465 5.1429 -1.0572 -0.061
O 26.3898 6.6653 -4.0945 -0.200
C 27.6735 7.0351 -3.6539 -0.104
H 23.9280 3.8149 -3.9034 0.085
H 25.5014 4.4073 -4.5055 0.085
H 24.0451 4.5656 -5.5018 0.091
H 24.9808 5.2567 -0.0216 0.079
H 24.5664 4.0778 -1.2578 0.075
H 23.6968 5.6730 -1.1246 0.093
H 28.3371 6.1659 -3.6810 0.095
H 27.6974 7.4434 -2.6409 0.078
H 28.0943 7.8124 -4.2937 0.091
C 27.7805 6.7190 9.0633 -0.084
O 27.3892 5.3527 9.2074 -0.187
P 28.2607 4.1848 8.6430 0.304
O 27.5680 2.9147 8.5874 -0.209
O 28.7991 4.7867 7.2931 -0.236
C 29.5873 4.0288 6.3799 -0.068
O 29.5254 4.2064 9.6044 -0.204
C 30.3321 3.0412 9.7922 -0.094
H 26.9905 7.2432 8.5180 0.084
H 28.7170 6.8315 8.5323 0.078
H 27.7935 7.1640 10.0571 0.096
H 30.4432 4.6369 6.0825 0.093
H 29.0130 3.9182 5.4635 0.066
H 29.9070 3.0533 6.7307 0.085
H 31.3827 3.3345 9.7421 0.089
H 30.1876 2.3025 9.0014 0.077
H 30.1184 2.5961 10.7594 0.089
C 31.8122 5.3300 1.2009 -0.052
O 30.7288 6.2914 1.1767 -0.218
P 30.3933 7.1378 2.4324 0.262
O 30.4402 6.4782 3.7304 -0.212
O 28.9998 7.7370 2.0857 -0.207
C 28.6362 8.1998 0.7724 -0.056
O 31.4318 8.3102 2.2596 -0.203
C 31.4310 9.3558 3.2474 -0.073
H 31.4482 4.3719 1.5604 0.079
H 32.6214 5.6640 1.8502 0.092
H 32.1693 5.2578 0.1792 0.092
H 28.6174 9.2926 0.7819 0.096
H 27.6073 7.8958 0.5898 0.084
H 29.2928 7.8037 0.0090 0.082
H 31.0480 10.2766 2.8026 0.090
H 32.4592 9.5317 3.5511 0.090
H 30.8135 9.1147 4.1126 0.081
C 19.1448 6.2221 2.0129 -0.096
O 20.4446 6.2687 1.4584 -0.207
P 21.3776 7.4198 1.9170 0.269
O 20.9947 8.7849 1.6245 -0.198
O 21.5727 7.1625 3.4707 -0.209
C 21.8968 5.8454 3.9391 -0.071
O 22.7080 6.9235 1.2642 -0.229
C 23.8966 7.7619 1.4389 -0.035
H 18.9975 6.9909 2.7766 0.094
H 18.9988 5.2435 2.4734 0.089
H 18.3916 6.3627 1.2409 0.095
H 21.0243 5.1987 3.8691 0.082
H 22.2223 5.9490 4.9688 0.088
H 22.7168 5.4233 3.3514 0.070
H 24.5350 7.1420 2.0705 0.073
H 23.6731 8.6929 1.9506 0.090
H 24.3109 7.8961 0.4446 0.084
C 24.6819 0.8750 2.4032 -0.099
O 23.8885 0.3579 1.3118 -0.137
H 24.7600 0.1687 3.2283 0.087
H 25.6542 1.2623 2.0833 0.067
H 24.1550 1.7739 2.7279 0.063
H 24.3755 -0.3943 0.9582 0.079
C 26.2178 5.1635 3.5195 -0.155
O 25.1620 4.2672 3.1925 -0.150
H 25.8437 5.9838 4.1515 0.077
H 27.0381 4.6677 4.0460 0.058
H 26.5818 5.6260 2.6042 0.065
H 24.8657 3.8156 4.0072 0.022
C 28.4859 2.2653 3.1171 -0.145
O 29.4883 1.7485 3.9978 -0.110
H 27.6344 2.6186 3.7042 0.067
H 28.8399 3.1479 2.5782 0.073
H 28.0988 1.5164 2.4196 0.058
H 30.3300 1.8288 3.5400 0.074
C 22.2393 3.3873 0.8458 -0.171
O 22.7454 2.4856 -0.1063 -0.130
H 23.0149 4.0500 1.2531 0.059
H 21.4959 4.0250 0.3699 0.075
H 21.7501 2.8702 1.6827 0.086
H 23.2076 1.7932 0.3961 0.024
C 28.1740 7.7493 5.8999 -0.151
O 28.5438 8.9123 6.6505 -0.123
H 28.3564 7.9536 4.8394 0.060
H 28.8003 6.9070 6.1662 0.056
H 27.1182 7.5127 6.0436 0.078
H 27.7527 9.3466 6.9721 0.069
C 24.7324 3.5029 6.5512 -0.104
O 24.3778 2.7743 5.3617 -0.142
H 25.0366 2.8165 7.3395 0.079
H 25.5439 4.1982 6.3426 0.073
H 23.9065 4.1297 6.9134 0.084
H 23.7084 2.1232 5.5856 0.094
```

HOMO, eV: -9.767
LUMO level, eV: 0.1
HOMO-LUMO gap, eV: 9.91
Charge: 0
SMILES string: COP(=O)(OC)OC.COP(=O)(OC)OC.COP(=O)(OC)OC.COP(=O)(OC)OC.COP(=O)(OC)OC.CO.CO.CO.CO.CO.CO

(2)
# C17H10AlN2O2

A structure of composition C17H10AlN2O2 at a distorted geometry (wB97M-V/def2-TZVPD, the OMol25 dataset).

The geometry in XYZ format:
```
32
Properties=species:S:1:pos:R:3:nbo_charge:R:1
C -2.8892 -1.8336 -5.8357 0.219
C -2.2618 -1.7453 -4.7983 -0.122
C -1.6512 -1.4755 -3.5956 0.124
C -0.5195 -0.5944 -3.5495 -0.147
C 0.0489 -0.2868 -2.3674 -0.134
C -0.4499 -0.8368 -1.1362 0.343
N 0.1190 -0.4696 0.0081 -0.384
C -0.4163 -1.0000 1.0884 0.580
O 0.0630 -0.7149 2.2763 -0.445
C -0.0893 0.6733 2.7237 0.734
O -1.1484 0.9947 3.1316 -0.371
C 1.1064 1.5172 2.6482 -0.012
C 2.3808 0.9599 2.7396 -0.201
C 3.4698 1.7921 2.7069 -0.113
C 3.2718 3.1992 2.5868 0.013
C 1.9984 3.7546 2.5001 -0.231
C 0.9103 2.9266 2.5156 -0.073
C -1.5133 -1.9539 1.0777 0.106
N -2.0692 -2.3469 -0.0183 -0.454
C -1.5628 -1.7573 -1.1783 0.066
C -2.1373 -2.0445 -2.3750 -0.191
H -3.4449 -1.9079 -6.7504 0.301
H -0.1417 -0.1595 -4.4627 0.287
H 0.8952 0.3826 -2.3169 0.284
H 2.5061 -0.1087 2.8278 0.252
H 4.4633 1.3761 2.7721 0.265
H 4.1411 3.8422 2.5641 0.262
H 1.8867 4.8253 2.4316 0.274
H -0.0863 3.3372 2.4473 0.260
H -1.8638 -2.3527 2.0223 0.274
H -3.0313 -2.6498 -2.4382 0.242
Al -2.3415 -4.5986 -1.2122 0.989
```

HOMO, eV: -17.693
LUMO level, eV: -15.3
HOMO-LUMO gap, eV: 2.43
Charge: +3

(3)
# CH12MnO9

A structure of composition CH12MnO9 at a distorted geometry (wB97M-V/def2-TZVPD, the OMol25 dataset).

The geometry in XYZ format:
```
23
Properties=species:S:1:pos:R:3:lowdin_spin:R:1
Mn 0.0985 -0.4585 0.0052 4.668
C -1.6758 1.6190 -1.2448 0.008
O -2.4101 1.7104 -0.1722 0.005
O -0.4416 1.1797 -1.0552 0.077
O -2.1881 1.8389 -2.3765 0.007
O -0.7740 -1.8708 -1.4656 0.039
H -0.3567 -2.6566 -1.8367 0.003
H -1.7023 -1.9309 -1.7308 0.003
O 0.7599 -2.0270 1.2710 0.039
H 0.5823 -2.9748 1.3084 0.004
H 1.3431 -1.8520 2.0209 0.003
O 2.0794 -0.6400 -0.8599 0.042
H 2.9998 -0.3777 -0.7440 0.004
H 2.0786 -1.2050 -1.6424 0.003
O 1.8114 2.4653 -0.3563 0.002
H 1.5678 2.9676 0.4242 0.000
H 0.9504 2.2462 -0.7977 0.000
O -1.8099 -0.6458 1.0674 0.040
H -1.9886 -1.1701 1.8571 0.003
H -2.4340 0.1112 1.0998 0.002
O 0.4992 0.8635 1.5916 0.042
H 1.2743 1.3684 1.8599 0.004
H -0.2635 1.4393 1.7766 0.003
```

Spin multiplicity: 6
HOMO (alpha / beta), eV: -5.887 / -5.895
LUMO level (alpha / beta), eV: -1.1 / -1.1
HOMO-LUMO gap (alpha / beta), eV: 4.76 / 4.76
Charge: 0

(4)
# C5H8N2O

The molecule C5H8N2O at a distorted geometry (wB97M-V/def2-TZVPD, the OMol25 dataset).

The geometry in XYZ format:
```
16
Properties=species:S:1:pos:R:3:nbo_charge:R:1
C 1.7553 0.9001 0.8487 -0.407
N 0.8817 0.4427 -0.1853 -0.211
N 1.0868 -0.8215 -0.3388 -0.175
C 0.1181 -1.2691 -1.1419 -0.096
C -1.0566 -0.3778 -1.1143 -0.301
C -1.4487 0.0307 0.1651 0.014
O -0.9842 -0.6286 1.2876 -0.702
C -0.4288 0.8970 -0.4244 -0.095
H 2.6368 0.4120 0.4209 0.232
H 1.4182 0.6688 1.9301 0.205
H 1.9139 1.9549 0.7485 0.190
H -0.1159 -2.4152 -1.3834 0.210
H -1.7647 -0.3258 -1.9519 0.240
H -2.3963 0.3890 0.5370 0.213
H -0.9596 -1.8007 1.0280 0.451
H -0.6560 1.9434 -0.4258 0.233
```

HOMO, eV: -7.947
LUMO level, eV: 0.8
HOMO-LUMO gap, eV: 8.77
Charge: 0
SMILES string: CN1N=C[C@H]2[C@@H](O)[C@H]21

(5)
# C2H4Br2

A cluster of 2 separate species, C2H4Br2 in total at a distorted geometry (wB97M-V/def2-TZVPD, the OMol25 dataset).

The geometry in XYZ format:
```
8
Properties=species:S:1:pos:R:3:nbo_charge:R:1
C -0.6460 0.1786 -0.6047 -0.740
C 0.5609 0.3187 0.2056 -0.032
Br 2.0859 -0.5313 -0.4030 0.205
Br -0.0045 -1.4087 2.4835 -0.460
H -0.3248 0.5698 -1.6086 0.266
H -0.8587 -0.8479 -0.9616 0.267
H -1.4418 0.5650 -0.0310 0.257
H 0.6291 1.1558 0.9197 0.236
```

HOMO (alpha / beta), eV: -8.921 / -9.225
LUMO level (alpha / beta), eV: -2.3 / -1.7
HOMO-LUMO gap (alpha / beta), eV: 6.67 / 7.51
Charge: 0

(6)
# C12H9N3O4S

The molecule C12H9N3O4S at a distorted geometry (wB97M-V/def2-TZVPD, the OMol25 dataset).

The geometry in XYZ format:
```
29
Properties=species:S:1:pos:R:3:nbo_charge:R:1
O 1.1550 1.9602 2.4589 -0.537
C 1.3306 1.0938 1.6378 0.646
N 2.3478 1.2186 0.6939 -0.659
C 2.5446 0.5568 -0.4975 0.261
S 4.0627 0.3122 -1.0679 -0.126
N 1.4661 0.1149 -1.2009 -0.640
C 0.1457 0.5041 -1.0807 0.274
C -0.1865 1.8202 -0.7361 -0.268
C -1.4995 2.2127 -0.5980 -0.142
C -2.5355 1.3089 -0.8090 -0.235
C -2.2383 0.0183 -1.1800 -0.147
C -0.9127 -0.3942 -1.3252 -0.051
N -0.6907 -1.7570 -1.6926 0.534
O 0.4145 -2.0769 -2.1052 -0.407
O -1.6136 -2.5332 -1.5731 -0.363
C 0.5794 -0.1683 1.5928 0.119
C 0.9775 -1.4492 1.2841 -0.243
C -0.1406 -2.2732 1.5213 -0.327
C -1.1310 -1.4403 1.9569 0.129
O -0.7033 -0.1781 2.0157 -0.368
H 3.0882 1.8604 0.9563 0.441
H 1.6351 -0.6724 -1.8295 0.464
H 0.6044 2.5391 -0.5950 0.236
H -1.7201 3.2341 -0.3309 0.228
H -3.5614 1.6187 -0.6952 0.227
H -3.0160 -0.7059 -1.3705 0.250
H 1.9457 -1.7619 0.9487 0.245
H -0.2006 -3.3324 1.3819 0.244
H -2.1476 -1.6304 2.2390 0.213
```

HOMO, eV: -8.818
LUMO level, eV: -1.0
HOMO-LUMO gap, eV: 7.77
Charge: 0
SMILES string: O=C(NC(=S)Nc1ccccc1[N+](=O)[O-])c1ccco1

In order of appearance, molecular weight = 892.63; 301.26; 223.04; 112.13; 187.86; 291.29 g mol⁻¹.